# 1
{
  "formula": "C3H19FO10P",
  "method": "wB97M-V/def2-TZVPD",
  "total_charge": -1,
  "homo_lumo_gap_ev": 4.94,
  "lumo_energy_ev": 2.56,
  "e_tot_ev": -35900.5069,
  "symbols": ["O", "C", "F", "C", "C", "P", "O", "O", "H", "H", "H", "H", "H", "O", "H", "H", "O", "H", "H", "O", "H", "H", "O", "H", "H", "O", "H", "H", "O", "H", "H", "O", "H", "H"],
  "coordinates": [[-1.074, 1.089, -1.780], [-0.024, 1.367, -1.409], [0.736, 2.237, -2.200], [0.668, 0.919, -0.154], [-0.122, -0.139, 0.703], [0.904, -1.601, 0.925], [2.255, -1.222, 1.881], [1.382, -2.292, -0.579], [0.757, 1.817, 0.481], [1.710, 0.615, -0.350], [-0.992, -0.509, 0.144], [2.749, -2.052, 1.952], [1.876, -1.644, -1.116], [-2.696, -1.130, -2.787], [-3.561, -0.742, -2.960], [-2.249, -0.461, -2.247], [-1.393, -1.022, 3.290], [-2.278, -0.677, 3.134], [-0.942, -0.317, 3.763], [-4.779, -3.069, -3.514], [-3.909, -2.657, -3.410], [-4.735, -3.847, -2.949], [-1.477, 2.190, 2.343], [-2.349, 2.565, 2.177], [-1.009, 2.880, 2.830], [1.477, 2.873, 2.182], [2.345, 3.285, 2.251], [1.549, 2.070, 2.714], [4.293, -2.886, 3.044], [5.142, -2.433, 3.067], [4.403, -3.636, 3.638], [0.492, 2.587, -5.380], [0.333, 3.532, -5.465], [0.536, 2.443, -4.426]],
  "atomic_forces_ev_per_a": [[-3.48, -0.49, -1.62], [3.50, -0.10, 2.02], [0.10, 0.16, -0.05], [-0.61, 0.23, 0.75], [2.87, -0.26, -1.15], [-3.50, -1.84, 1.39], [0.28, 0.77, -1.52], [1.37, 1.28, 0.18], [0.06, 0.04, -0.64], [-0.18, 0.30, -0.35], [0.05, -0.06, 0.34], [-0.11, 0.22, 0.23], [-0.17, -0.20, -0.17], [-0.39, 0.08, -0.10], [0.08, 0.10, 0.05], [0.26, -0.12, 0.01], [-0.45, -0.48, 0.83], [0.15, 0.14, -0.20], [0.09, 0.13, -0.40], [0.01, -0.08, -0.07], [0.08, -0.06, 0.11], [0.00, 0.08, 0.01], [-0.26, 0.29, 0.28], [0.04, -0.05, -0.04], [0.13, -0.01, -0.17], [0.19, 0.30, 0.53], [-0.04, -0.04, -0.05], [-0.14, -0.20, -0.29], [0.30, -0.18, 0.15], [-0.10, 0.08, -0.08], [-0.13, 0.00, -0.06], [0.04, 0.15, 0.03], [-0.01, -0.06, 0.00], [-0.04, -0.11, 0.06]]
}

# 2
{
  "formula": "C3H19NO7",
  "method": "wB97M-V/def2-TZVPD",
  "homo_lumo_gap_ev": 9.83,
  "lumo_energy_ev": 0.01,
  "e_above_lowest_kj_mol": 90.7,
  "smiles": "CNC(C)=O.O.O.O.O.O.O",
  "e_tot_ev": -19241.9673,
  "symbols": ["C", "N", "C", "C", "O", "H", "H", "H", "H", "H", "H", "H", "O", "H", "H", "O", "H", "H", "O", "H", "H", "O", "H", "H", "O", "H", "H", "O", "H", "H"],
  "coordinates": [[0.231, -0.790, -3.039], [0.044, -0.436, -1.645], [0.827, 0.423, -0.965], [2.032, 0.981, -1.675], [0.560, 0.714, 0.200], [0.963, -1.590, -3.058], [0.371, 0.007, -3.752], [-0.601, -1.407, -3.384], [-0.800, -0.766, -1.206], [2.340, 1.955, -1.313], [2.869, 0.297, -1.597], [1.782, 1.170, -2.716], [-2.330, -1.314, 0.283], [-2.148, -1.198, 1.233], [-3.291, -1.364, 0.428], [-0.402, 3.175, 2.898], [0.219, 3.022, 2.171], [-1.219, 2.929, 2.441], [1.481, 1.289, 4.098], [0.676, 1.811, 4.153], [1.381, 0.352, 3.862], [1.732, -0.666, 2.295], [1.413, 0.102, 1.795], [2.670, -0.706, 2.086], [-1.178, -4.189, 1.431], [-0.350, -4.000, 0.987], [-1.928, -3.910, 0.903], [-2.469, 1.052, -2.617], [-2.244, 1.994, -2.640], [-2.633, 1.063, -1.657]],
  "atomic_forces_ev_per_a": [[-0.50, -1.91, 0.38], [0.13, 0.49, -0.80], [-0.31, -0.07, 0.50], [-0.29, 0.39, -0.55], [-0.02, 0.39, 0.13], [1.06, 0.42, -0.51], [0.23, 0.23, 0.08], [-0.59, 0.64, 0.18], [-0.02, 0.15, 0.39], [-0.12, -0.07, 0.64], [0.11, -0.17, -0.13], [0.25, -0.33, -0.20], [-1.10, 0.08, 1.31], [1.14, 0.02, -0.39], [-0.01, -0.11, -1.03], [-0.28, -0.17, -0.86], [0.37, 0.02, 0.39], [-0.12, 0.10, 0.47], [0.88, 0.29, 0.46], [-0.30, -0.57, -0.23], [-0.52, 0.59, -0.07], [0.11, -0.33, -0.12], [-0.08, -0.16, -0.17], [0.01, -0.01, 0.12], [-0.12, -0.42, 0.74], [-0.21, 0.26, -0.33], [0.34, 0.23, -0.40], [-0.05, 0.99, 1.14], [0.15, -0.02, -0.95], [-0.13, -0.97, -0.19]]
}

# 3
{
  "formula": "C3H20N6O7",
  "method": "wB97M-V/def2-TZVPD",
  "spin_multiplicity": 2,
  "total_charge": -1,
  "homo_lumo_gap_ev": [1.89, 8.75],
  "lumo_energy_ev": [2.51, 2.47],
  "e_above_lowest_kj_mol": 137.7,
  "s2": 0.750,
  "e_tot_ev": -26709.0065,
  "symbols": ["C", "O", "N", "N", "H", "H", "H", "H", "C", "O", "N", "N", "H", "H", "H", "H", "C", "O", "N", "N", "H", "H", "H", "H", "O", "H", "H", "O", "H", "H", "O", "H", "H", "O", "H", "H"],
  "coordinates": [[2.156, 0.639, 2.473], [1.367, 0.516, 1.585], [2.642, 1.754, 2.768], [2.743, -0.284, 3.185], [2.088, 2.536, 2.448], [3.353, 1.892, 3.471], [3.587, 0.039, 3.635], [2.500, -1.251, 3.022], [-3.736, -0.259, -0.074], [-2.868, -0.675, -0.838], [-4.702, -1.022, 0.303], [-4.073, 1.048, 0.200], [-5.419, -0.567, 0.849], [-4.655, -2.015, 0.125], [-3.437, 1.728, -0.191], [-5.035, 1.332, 0.318], [0.273, -2.540, -1.527], [0.279, -1.866, -2.556], [-0.690, -2.351, -0.680], [1.189, -3.288, -1.121], [-1.397, -1.687, -0.965], [-0.625, -2.948, 0.132], [0.903, -3.905, -0.374], [2.064, -3.272, -1.624], [-0.521, 0.824, -0.789], [0.154, 0.570, -0.160], [-1.253, 0.234, -0.608], [3.215, 1.361, -0.687], [2.824, 1.090, 0.144], [2.776, 2.184, -0.902], [1.117, 3.117, -0.965], [0.435, 3.768, -0.796], [0.651, 2.378, -1.356], [0.915, 0.579, -2.990], [0.906, -0.362, -3.163], [0.274, 0.700, -2.289]],
  "atomic_forces_ev_per_a": [[-0.71, -2.77, -1.28], [-2.60, -1.20, -1.90], [2.00, 8.09, 1.42], [0.89, -3.69, 1.69], [0.55, 0.24, -0.03], [-0.48, 0.24, -0.16], [-0.19, -1.16, 0.15], [0.52, 0.16, 0.13], [-0.96, 1.86, -1.90], [1.61, 0.62, 0.19], [-2.20, -2.61, 1.57], [2.38, 0.89, -0.23], [-0.43, -0.75, 0.27], [-0.25, 0.20, 0.16], [-0.18, 0.11, 0.02], [-0.17, -0.16, 0.05], [-3.05, 5.23, -3.27], [0.59, -0.78, -1.24], [-1.77, -0.70, 1.83], [5.08, -4.51, 1.53], [-0.74, -0.46, 0.67], [-1.18, 0.87, 0.30], [1.26, -0.20, -0.17], [-0.19, -0.59, 0.36], [0.11, 0.64, 0.27], [0.47, -0.02, 0.49], [-0.88, -0.26, -0.23], [0.94, -0.31, 0.00], [-0.37, -0.07, 0.09], [-0.32, 0.23, -0.09], [0.33, 0.70, 0.11], [-0.12, 0.08, 0.06], [-0.25, -0.44, -0.16], [0.85, 1.21, -1.13], [-0.13, -0.27, 0.19], [-0.40, -0.43, 0.22]]
}

# 4
{
  "formula": "C3H21N2O11",
  "method": "wB97M-V/def2-TZVPD",
  "total_charge": -1,
  "homo_lumo_gap_ev": 8.80,
  "lumo_energy_ev": 2.39,
  "e_above_lowest_kj_mol": 19.5,
  "e_tot_ev": -28957.3816,
  "symbols": ["O", "C", "N", "C", "O", "O", "C", "N", "H", "H", "H", "H", "H", "H", "H", "O", "H", "H", "O", "H", "H", "O", "H", "H", "O", "H", "H", "O", "H", "H", "O", "H", "H", "O", "H", "H", "O"],
  "coordinates": [[-1.827, 1.957, 1.137], [-1.501, 0.908, 0.556], [-1.031, 0.946, -0.715], [-0.712, -0.260, -1.490], [-1.382, -1.264, -1.219], [0.317, -0.112, -2.187], [-1.871, -0.312, 1.337], [-0.786, -0.507, 2.300], [-0.917, 1.866, -1.168], [-2.878, -0.013, 1.714], [-2.154, -1.222, 0.815], [-0.761, -1.322, 2.903], [-0.639, 0.337, 2.852], [3.243, -0.023, -1.831], [3.321, -0.488, -0.297], [3.690, 0.113, -0.992], [-1.029, 3.217, 2.344], [0.236, 2.427, 2.517], [-0.193, 3.227, 2.838], [1.239, 3.181, -0.316], [1.220, 1.874, -1.081], [1.349, 2.826, -1.205], [-0.110, -2.837, -2.372], [1.157, -2.304, -2.677], [0.571, -2.982, -3.048], [1.929, -2.130, -0.316], [2.904, -2.164, 0.750], [2.905, -2.167, -0.225], [-1.617, -3.290, 0.693], [-1.483, -3.236, -0.860], [-1.526, -3.828, -0.093], [0.973, -1.819, 3.004], [2.150, -0.910, 2.962], [1.938, -1.847, 3.055], [-2.470, 3.494, -0.887], [-1.449, 3.738, 0.175], [-1.535, 3.706, -0.786]],
  "atomic_forces_ev_per_a": [[0.39, 0.17, 0.53], [-1.12, 1.19, -2.06], [-0.67, -0.60, 0.77], [2.06, 0.25, 0.36], [-0.23, -0.41, -0.61], [-0.89, -0.17, 0.17], [-1.05, -1.05, 0.65], [0.43, 0.42, 0.23], [0.14, -0.44, 0.63], [0.74, 0.03, 0.65], [0.97, 0.14, -0.41], [-0.93, 0.23, -0.25], [-0.24, -0.38, 0.01], [-0.35, -0.29, 0.37], [0.30, 0.47, -1.81], [0.44, 0.80, 0.88], [0.23, -0.28, 0.19], [0.01, 0.13, -0.05], [0.05, 0.22, 0.11], [0.02, 0.11, -0.11], [0.21, -0.06, -0.37], [0.01, -0.11, 0.31], [-0.50, -0.24, -0.49], [0.30, 0.11, -0.77], [0.13, 0.24, 1.02], [0.47, -0.12, -0.65], [0.51, -0.37, -0.05], [-1.57, -0.50, 1.40], [0.03, 0.37, -0.21], [-0.10, 0.43, 0.56], [0.01, -0.84, -0.19], [0.30, -0.17, -0.26], [0.17, -0.03, 0.00], [-0.10, 0.21, 0.03], [0.03, 0.00, -0.06], [0.12, -0.32, -0.16], [-0.32, 0.84, -0.36]]
}

# 5
{
  "formula": "C3H22N2O6",
  "method": "wB97M-V/def2-TZVPD",
  "homo_lumo_gap_ev": 9.38,
  "lumo_energy_ev": 0.33,
  "e_above_lowest_kj_mol": 0.0,
  "smiles": "CCNCN.O.O.O.O.O.O",
  "e_tot_ev": -18733.8276,
  "symbols": ["C", "C", "N", "C", "N", "H", "H", "H", "H", "H", "H", "H", "H", "H", "H", "O", "H", "H", "O", "H", "H", "O", "H", "H", "O", "H", "H", "O", "H", "H", "O", "H", "H"],
  "coordinates": [[0.148, 2.940, 0.252], [0.808, 1.861, 1.086], [0.440, 0.510, 0.681], [1.069, -0.537, 1.505], [0.367, -1.789, 1.610], [0.619, 2.945, -0.723], [0.310, 3.922, 0.714], [-0.935, 2.938, 0.097], [1.882, 2.061, 1.013], [0.575, 1.922, 2.153], [0.730, 0.369, -0.278], [1.264, -0.140, 2.495], [2.057, -0.782, 1.100], [-0.557, -1.659, 1.996], [0.277, -2.247, 0.711], [3.599, -0.056, -0.222], [2.775, -0.278, -0.688], [4.065, 0.474, -0.876], [-0.482, -1.291, -3.247], [-0.166, -2.058, -3.737], [-1.077, -1.662, -2.558], [-2.218, -0.671, 2.745], [-2.714, -1.096, 2.034], [-2.399, 0.264, 2.584], [1.538, 0.279, -2.210], [1.488, 1.100, -2.707], [0.787, -0.266, -2.520], [-2.486, 0.745, 0.309], [-2.504, 1.541, -0.225], [-1.550, 0.532, 0.549], [-2.210, -1.684, -1.188], [-2.105, -0.864, -0.668], [-3.144, -1.873, -1.287]],
  "atomic_forces_ev_per_a": [[-0.17, 0.79, 0.14], [-0.17, -0.05, 0.42], [-0.56, -0.15, 0.07], [0.70, -0.53, -0.35], [-0.18, 0.00, -0.13], [0.02, 0.14, -0.33], [0.32, -0.14, -0.13], [0.10, -0.61, 0.22], [0.20, -0.26, 0.01], [-0.20, 0.28, -0.08], [0.00, 0.10, -0.21], [-0.25, 0.13, 0.25], [-0.13, 0.14, 0.22], [-0.04, 0.07, 0.11], [0.07, 0.04, 0.04], [-0.11, 0.01, -0.23], [0.36, 0.18, -0.05], [0.10, -0.03, 0.03], [-0.02, -0.39, 0.11], [0.08, 0.14, -0.03], [-0.06, 0.35, -0.09], [-0.26, 0.06, -0.01], [-0.04, -0.02, 0.12], [0.06, -0.08, 0.05], [-0.07, -0.01, 0.11], [0.00, 0.00, -0.02], [0.00, -0.09, -0.29], [-0.14, -0.64, 0.22], [0.29, 0.01, -0.03], [0.30, 0.68, -0.13], [0.57, -0.22, 0.09], [-0.62, -0.13, -0.22], [-0.13, 0.24, 0.12]]
}

# 6
{
  "formula": "C3H22O8",
  "method": "wB97M-V/def2-TZVPD",
  "homo_lumo_gap_ev": 10.89,
  "lumo_energy_ev": 0.31,
  "e_above_lowest_kj_mol": 0.0,
  "smiles": "CC(C)O.O.O.O.O.O.O.O",
  "e_tot_ev": -19848.8846,
  "symbols": ["C", "C", "C", "O", "H", "H", "H", "H", "H", "H", "H", "H", "O", "H", "H", "O", "H", "H", "O", "H", "H", "O", "H", "H", "O", "H", "H", "O", "H", "H", "O", "H", "H"],
  "coordinates": [[-1.157, -2.543, -0.220], [-1.874, -1.307, 0.289], [-3.114, -0.958, -0.529], [-1.026, -0.168, 0.193], [-0.123, -2.632, 0.290], [-0.997, -2.492, -1.290], [-1.773, -3.452, -0.024], [-2.080, -1.376, 1.368], [-3.903, -1.750, -0.448], [-2.830, -0.873, -1.578], [-3.599, -0.019, -0.128], [-0.130, -0.384, 0.442], [3.601, -1.690, 1.760], [4.454, -1.297, 1.466], [3.536, -1.484, 2.708], [1.987, -0.144, -2.125], [1.911, -0.895, -2.680], [1.181, 0.332, -2.214], [1.427, 2.119, 1.473], [0.514, 2.056, 1.880], [1.597, 1.209, 1.174], [0.270, 3.215, -0.679], [0.764, 3.899, -1.036], [0.752, 2.850, -0.032], [-0.367, 1.036, -2.103], [-0.786, 0.555, -1.343], [-0.095, 1.937, -1.723], [-1.235, 1.996, 1.776], [-1.348, 2.684, 1.158], [-1.273, 1.238, 1.219], [1.605, -0.381, 0.501], [1.861, -0.400, -0.433], [2.250, -0.881, 0.888]],
  "atomic_forces_ev_per_a": [[0.92, -0.69, 1.13], [-0.27, 0.19, 0.22], [-1.15, -0.15, 1.03], [-0.82, 0.46, -0.49], [-1.67, -0.08, -0.73], [0.08, 0.14, -0.27], [0.57, 0.56, 0.01], [-0.40, -0.48, -0.29], [0.75, 0.49, -0.05], [-0.12, 0.28, 0.02], [0.69, -0.85, -0.67], [1.13, -0.38, 0.28], [0.97, 0.34, 0.17], [-0.85, -0.39, 0.38], [0.10, -0.07, -0.40], [2.41, -0.30, 0.97], [-0.06, -1.06, -0.85], [-2.19, 1.18, -0.32], [-0.73, 0.06, 0.59], [1.03, 0.20, -0.42], [0.12, 0.06, 0.00], [-4.65, 0.75, -3.46], [1.39, 2.10, -1.07], [3.36, -2.43, 4.61], [0.10, 0.87, 0.58], [0.41, 0.59, -0.61], [-0.67, -1.35, -0.43], [-0.08, 0.18, 2.05], [-0.24, 1.71, -1.06], [-0.15, -1.67, -0.82], [-2.70, 1.79, -1.39], [-0.12, 0.30, -0.98], [2.82, -2.35, 2.29]]
}